# 1
Here is C36H36F3N4OP2SW as an isolated structure from the Open Molecules 2025 dataset. Energies are from ωB97M-V with the def2-TZVPD basis set.

Geometry as XYZ:
```
84
Properties=species:S:1:pos:R:3
W 0.53943 -0.39658 0.08059
F 4.98475 -4.62396 -1.52810
C 3.78199 -4.10205 -1.35658
F 3.21209 -3.91503 -2.55638
F 3.02110 -4.97007 -0.67649
C 3.84927 -2.78438 -0.61161
C 5.03999 -2.23788 -0.14663
C 5.02858 -1.02040 0.52481
C 3.82637 -0.37022 0.72118
N 2.67912 -0.90828 0.28792
C 2.69006 -2.07944 -0.36616
S 1.00647 -2.49458 -0.78318
H 5.97131 -2.76455 -0.31300
H 5.94754 -0.58377 0.88843
H 3.75493 0.58495 1.22482
N -2.39954 -0.54044 1.28461
P -1.61870 0.77921 0.61972
C -2.70587 1.89657 -0.21979
C -3.69553 2.57919 0.49595
C -4.56587 3.41660 -0.17960
C -4.44881 3.57463 -1.55694
C -3.46686 2.89614 -2.26743
C -2.59230 2.05164 -1.60275
C -0.65128 1.61401 1.89734
C 0.39006 0.80626 2.40925
C 1.38180 1.36558 3.21815
C 1.32263 2.71062 3.54367
C 0.29173 3.50188 3.04289
C -0.66781 2.97072 2.18890
P -1.34906 -1.84152 1.00352
C -2.15343 -2.97440 -0.11194
C -2.97584 -2.47631 -1.12699
C -3.55584 -3.35454 -2.02578
C -3.30944 -4.71928 -1.92115
C -2.48567 -5.21300 -0.91756
C -1.90281 -4.34465 -0.00874
C -0.97572 -2.67952 2.53529
C -2.03889 -3.16375 3.30363
C -1.78004 -3.81220 4.49854
C -0.46739 -3.99184 4.92218
C 0.59058 -3.52701 4.15413
C 0.33928 -2.86853 2.95911
H -3.27122 -0.55018 1.80124
H -3.79346 2.45606 1.56913
H -5.33807 3.94431 0.36319
H -5.13438 4.22810 -2.07970
H -3.39551 3.01695 -3.33997
H -1.83445 1.50619 -2.15469
H 0.33389 -0.29263 2.42070
H 2.15034 0.73225 3.64362
H 2.05912 3.14363 4.20714
H 0.24023 4.54757 3.31827
H -1.43456 3.60829 1.76739
H -3.18697 -1.41505 -1.19939
H -4.20962 -2.97975 -2.80144
H -3.76984 -5.40285 -2.62177
H -2.30629 -6.27626 -0.83592
H -1.27218 -4.73196 0.78216
H -3.06423 -3.05303 2.96799
H -2.60001 -4.18795 5.09511
H -0.26971 -4.50642 5.85291
H 1.60979 -3.68506 4.47971
H 1.17308 -2.52932 2.35167
C 2.24918 3.81927 -0.13034
N 1.68990 3.43939 -1.42315
C 1.77561 4.46326 -2.47700
C 1.82398 3.81255 -3.84055
C 0.66555 2.84864 -3.96659
N 0.66798 1.90034 -2.83420
C 0.21341 0.54231 -3.08308
C 1.18309 2.23492 -1.64584
O 1.21429 1.36458 -0.67427
H 3.31347 4.02860 -0.24127
H 2.10989 3.02287 0.58995
H 1.75328 4.72234 0.22642
H 2.67749 5.04312 -2.28779
H 0.92064 5.13744 -2.38562
H 2.76930 3.28335 -3.97449
H 1.75898 4.57324 -4.61651
H 0.74123 2.26608 -4.88179
H -0.28812 3.38157 -3.98392
H -0.23934 0.49018 -4.06908
H -0.56317 0.24016 -2.37064
H 1.03502 -0.17692 -3.04540
```

Computed properties:
- net charge = +3
- spin multiplicity = 3
- highest occupied orbital energy (alpha / beta) (eV) = -16.680 / -16.688

=====

# 2
Here is C36H36HgN7O3S3 as an isolated structure from the Open Molecules 2025 dataset. Energies are from ωB97M-V with the def2-TZVPD basis set.

Geometry as XYZ:
```
86
Properties=species:S:1:pos:R:3
Hg 0.02782 3.66939 0.21363
C 3.47011 -2.56046 2.21372
O 2.42278 -3.42696 2.57194
C 1.34935 -2.84922 3.22696
C 1.35612 -1.57332 3.76766
C 0.21941 -1.05739 4.38310
C -0.97158 -1.79910 4.47753
C -0.92737 -3.10979 3.95366
C 0.19426 -3.62087 3.33782
N -2.15560 -1.40937 5.07626
N -2.40505 -0.13065 5.32752
C -1.96048 0.88843 4.52350
C -1.74924 2.13500 5.12570
C -1.20938 3.22438 4.44741
C -0.86358 3.17679 3.09507
O -0.27374 4.17038 2.46026
C -1.19277 1.96471 2.42387
N -0.95159 1.92049 1.07543
C -1.29635 0.86501 0.35842
C -1.92359 -0.23955 0.92816
C -2.13858 -0.24581 2.28994
C -1.75948 0.84099 3.09309
H 4.14544 -3.13389 1.58096
H 4.02329 -2.20461 3.09091
H 3.10118 -1.69197 1.65853
H 2.23408 -0.94360 3.69170
H 0.25653 -0.05343 4.78202
H -1.82832 -3.70717 4.03241
H 0.19310 -4.61818 2.91391
H -1.96724 2.20547 6.18527
H -1.02133 4.15362 4.97582
H -1.06871 0.89888 -0.70104
H -2.21057 -1.06915 0.29721
H -2.61385 -1.09637 2.75937
C 1.62054 0.65642 -1.84866
N 1.15980 2.01704 -2.09230
C 0.48332 2.11185 -3.37471
C 2.28416 2.94036 -2.01594
C 1.88915 4.39942 -2.05987
C 2.49616 5.24042 -2.98616
C 2.20921 6.59909 -3.02433
C 1.30107 7.12764 -2.12358
C 0.68466 6.29135 -1.19776
C 0.96044 4.92652 -1.15096
H 2.38287 0.34993 -2.58720
H 0.78419 -0.03942 -1.92064
H 2.06040 0.59655 -0.85254
H 1.17752 1.91634 -4.21193
H 0.06615 3.11239 -3.50319
H -0.31832 1.37496 -3.42184
H 3.00210 2.73418 -2.83135
H 2.79045 2.74638 -1.06781
H 3.20523 4.81939 -3.69171
H 2.69263 7.23696 -3.75514
H 1.06763 8.18624 -2.13915
H -0.01836 6.71771 -0.49211
S -0.55595 -4.92670 -6.90654
C -1.32159 -3.96152 -5.76748
S -0.62514 -2.51779 -5.12107
C -2.01031 -2.26194 -4.04874
N -2.90501 -3.19816 -4.19856
N -2.51598 -4.12278 -5.16564
C -3.41751 -5.20720 -5.34237
C -4.10311 -5.68074 -4.22779
C -5.00152 -6.72552 -4.36661
C -5.22769 -7.29964 -5.61052
C -4.55130 -6.81092 -6.71824
C -3.64905 -5.76461 -6.59348
S -2.06468 -0.92110 -3.01510
H -3.93090 -5.20968 -3.27141
H -5.52855 -7.09079 -3.49399
H -5.93008 -8.11739 -5.71557
H -4.72665 -7.24272 -7.69607
H -3.11912 -5.38470 -7.45227
C 2.35566 1.96009 4.77255
N 2.97950 1.76494 3.48160
C 4.23397 1.05708 3.42839
C 2.44207 2.30655 2.36511
O 2.94194 2.22884 1.25031
H 2.22355 0.99978 5.27809
H 1.37358 2.41445 4.64155
H 2.96884 2.60754 5.40913
H 4.16130 0.12475 3.99349
H 5.04644 1.65629 3.85424
H 4.46353 0.83724 2.38826
H 1.50768 2.85197 2.55981
```

Computed properties:
- net charge = -2
- spin multiplicity = 2
- highest occupied orbital energy (alpha / beta) (eV) = -0.499 / -1.552

=====

# 3
Here is C36H36IrN8O3S as an isolated structure in a non-equilibrium geometry from the Open Molecules 2025 dataset. Energies are from ωB97M-V with the def2-TZVPD basis set.

Geometry as XYZ:
```
85
Properties=species:S:1:pos:R:3
Ir 0.14099 0.09931 -0.80393
C -2.62780 0.57180 0.44901
N -1.48841 -0.29260 0.73504
C -1.82593 -1.69572 0.99822
C -0.51620 -2.38297 1.16339
N 0.56591 -1.81503 0.71481
C 1.61418 -2.68275 1.03198
C 2.99041 -2.55966 0.84868
C 3.78328 -3.60225 1.27720
C 3.23339 -4.74011 1.89347
C 1.87713 -4.85941 2.11461
C 1.08561 -3.80436 1.67177
N -0.28514 -3.57590 1.74898
C -2.01826 1.85502 0.03178
N -0.79333 1.89859 -0.45236
C -0.53625 3.25092 -0.76702
C 0.55370 3.90410 -1.34176
C 0.44787 5.26174 -1.55363
C -0.70408 5.98028 -1.19933
C -1.78475 5.35293 -0.62338
C -1.67283 3.98149 -0.42424
N -2.58324 3.06059 0.08250
H -3.28436 0.69901 1.31343
H -3.21011 0.14265 -0.36768
H -0.95542 0.07735 1.52347
H -2.38317 -2.07523 0.13775
H -2.44908 -1.82319 1.88708
H 3.42415 -1.66463 0.42234
H 4.85646 -3.53979 1.15636
H 3.89540 -5.52764 2.22800
H 1.45502 -5.71672 2.62208
H -0.97124 -4.17702 2.17561
H 1.45418 3.38469 -1.60948
H 1.27526 5.79269 -2.00466
H -0.74390 7.04468 -1.38466
H -2.67577 5.89667 -0.33923
H -3.50819 3.26845 0.42490
O 3.41043 1.51914 1.10884
C 2.52116 1.27085 0.34507
O 1.33104 0.81469 0.65526
C 2.66384 1.44113 -1.13661
C 3.73049 2.08334 -1.73283
C 3.76377 2.17123 -3.11411
C 2.74850 1.57402 -3.85326
C 1.72565 0.92509 -3.19512
N 1.67672 0.88606 -1.85331
H 4.50127 2.49633 -1.09594
H 4.57447 2.68726 -3.61157
H 2.74786 1.60211 -4.93386
H 0.94144 0.40642 -3.71899
S 2.30439 -5.88966 -2.77537
C 1.68552 -4.29575 -2.43716
C 2.59688 -3.23988 -2.43491
C 2.16640 -1.96903 -2.13923
N 0.88054 -1.66651 -1.89336
C -0.00569 -2.68171 -1.94188
C 0.34450 -3.98366 -2.18829
C 0.99893 -6.92714 -2.15302
C 1.11423 -7.45002 -0.87449
C 0.08325 -8.25504 -0.40627
N -1.00313 -8.54460 -1.11802
C -1.08117 -8.06083 -2.35563
C -0.10552 -7.25250 -2.92515
H 3.64644 -3.41209 -2.63290
H 2.88424 -1.16363 -2.09627
H -1.04074 -2.40022 -1.80545
H -0.41864 -4.74849 -2.18937
H 1.98378 -7.24342 -0.26498
H 0.13300 -8.68753 0.58685
H -1.96316 -8.33713 -2.92198
H -0.20115 -6.90669 -3.94636
C -3.37387 0.29358 -3.08727
C -1.87304 0.37659 -3.33756
C -1.51754 1.82352 -3.66588
C -1.50534 -0.53776 -4.50869
O -1.23669 -0.15475 -2.15137
H -3.92189 0.49183 -4.00871
H -3.68681 1.03415 -2.34585
H -3.64563 -0.70313 -2.73402
H -2.11398 2.14541 -4.51912
H -0.46818 1.95337 -3.92653
H -1.74262 2.48823 -2.83273
H -1.91892 -0.15337 -5.44097
H -1.89549 -1.54344 -4.34372
H -0.42352 -0.61941 -4.62160
```

Computed properties:
- net charge = +2
- spin multiplicity = 2
- highest occupied orbital energy (alpha / beta) (eV) = -13.660 / -13.646